141
Properties=species:S:1:pos:R:3:forces:R:3 method="wB97M-V/def2-TZVPD" spin_multiplicity=1 lumo_ev=2.3 total_charge=-1 homo_lumo_gap_ev=8.74 homo_ha=-0.23808
O -3.405 -18.569 -38.571 0.94 -0.13 -0.39
C -3.256 -17.630 -37.833 -0.96 0.19 0.57
O -2.469 -16.599 -37.904 0.32 -0.06 -0.55
B -2.821 -15.619 -36.837 -0.17 0.08 -0.12
O -3.984 -16.218 -36.151 0.50 0.30 0.18
C -4.180 -17.427 -36.622 -0.36 -0.37 0.04
O -4.962 -18.243 -36.227 -0.14 -0.01 0.08
O -3.138 -14.288 -37.365 0.44 -0.16 -0.39
C -2.164 -13.430 -37.022 -1.07 0.33 0.46
O -2.136 -12.281 -37.345 0.40 -0.16 -0.10
C -1.302 -14.157 -35.960 0.21 0.57 -0.17
O -1.675 -15.410 -35.970 0.24 -0.61 0.65
O -0.503 -13.639 -35.232 0.20 -0.08 -0.28
C -6.757 -18.180 -39.613 -1.44 0.26 -1.58
C -7.077 -19.344 -38.675 1.44 1.59 -0.23
C -8.462 -19.916 -38.925 -0.06 0.58 0.08
O -8.911 -20.832 -37.947 0.46 -0.57 -0.06
C -9.091 -20.262 -36.670 -0.47 -0.15 0.22
N -5.987 -20.311 -38.889 -1.06 -0.71 -0.02
H -6.715 -18.535 -40.650 0.44 -0.24 0.08
H -5.852 -17.609 -39.424 0.13 -0.30 0.34
H -7.586 -17.465 -39.710 0.05 0.10 0.62
H -6.997 -18.841 -37.704 -0.30 -0.61 0.37
H -8.469 -20.389 -39.909 -0.04 -0.37 0.17
H -9.212 -19.114 -38.966 0.26 0.30 -0.08
H -8.220 -19.721 -36.299 0.04 0.00 -0.04
H -9.322 -21.072 -35.978 0.19 -0.12 -0.07
H -9.970 -19.607 -36.644 0.11 0.25 -0.18
H -5.120 -19.995 -38.469 -0.12 0.04 0.25
H -6.282 -21.190 -38.473 0.40 -0.03 0.13
C -4.970 -16.947 -32.805 -0.02 -0.68 0.13
C -6.394 -16.905 -33.346 1.01 0.22 -1.43
C -7.421 -17.548 -32.427 0.94 0.33 -0.12
O -8.594 -17.836 -33.152 -0.64 1.01 -0.33
C -9.737 -18.052 -32.356 0.93 -0.95 1.28
N -6.699 -15.508 -33.795 -0.59 -1.26 1.92
H -4.561 -17.964 -32.781 -0.25 -0.08 0.03
H -4.905 -16.554 -31.789 0.09 0.30 -0.10
H -4.311 -16.407 -33.483 -0.04 0.29 0.16
H -6.419 -17.483 -34.278 0.11 -0.49 0.30
H -7.598 -16.912 -31.551 -0.27 0.07 0.01
H -6.933 -18.468 -32.088 -0.26 -0.19 0.22
H -10.613 -18.247 -32.963 0.13 -0.08 -0.20
H -9.975 -17.303 -31.589 0.21 0.69 -0.56
H -9.467 -18.904 -31.710 -0.65 -0.41 -0.21
H -7.711 -15.609 -33.801 -0.03 1.10 -0.99
H -6.275 -15.349 -34.705 -0.64 -0.02 -0.22
C 1.916 -19.532 -37.472 0.18 0.98 0.38
C 1.251 -19.841 -36.131 -0.52 -0.44 -0.81
C -0.171 -19.247 -35.968 0.69 0.70 -0.66
O -0.591 -19.524 -34.656 -0.55 -0.57 0.02
C -1.883 -19.038 -34.383 -0.26 0.44 0.75
N 1.171 -21.315 -36.019 -0.79 0.45 0.82
H 1.258 -19.654 -38.329 -0.05 -0.19 0.02
H 2.810 -20.145 -37.579 -0.15 -0.23 -0.06
H 2.273 -18.496 -37.480 -0.15 0.04 -0.08
H 1.876 -19.451 -35.326 -0.02 -0.07 0.09
H -0.834 -19.668 -36.739 -0.07 -0.42 0.20
H -0.250 -18.162 -36.144 0.48 0.08 0.10
H -2.647 -19.238 -35.139 0.30 -0.12 -0.36
H -1.845 -17.963 -34.174 -0.05 0.14 -0.30
H -2.265 -19.485 -33.464 0.28 -0.24 0.03
H 0.576 -21.419 -35.192 0.35 -0.50 0.06
H 0.552 -21.628 -36.781 0.55 0.08 -0.02
C -6.152 -11.748 -37.680 -0.10 0.40 -0.89
C -6.722 -13.151 -37.446 0.30 0.79 -1.10
C -6.728 -13.999 -38.744 -0.35 -0.39 0.67
O -7.387 -13.385 -39.837 0.36 0.64 0.00
C -8.810 -13.387 -39.710 1.23 -0.26 -0.18
N -6.003 -13.823 -36.355 -1.11 -0.33 -0.85
H -6.134 -11.093 -36.806 -0.16 -0.37 0.32
H -6.792 -11.235 -38.407 0.19 0.04 -0.10
H -5.133 -11.745 -38.077 0.01 -0.23 -0.03
H -7.790 -12.957 -37.317 0.02 -0.47 1.25
H -7.291 -14.926 -38.579 0.32 -0.21 0.52
H -5.701 -14.275 -38.986 -0.01 0.22 -0.51
H -9.114 -12.940 -38.764 -0.30 0.02 -0.07
H -9.134 -14.429 -39.779 -0.42 0.06 0.08
H -9.164 -12.804 -40.555 -0.26 -0.03 0.06
H -6.040 -13.163 -35.604 0.14 0.01 0.64
H -5.032 -13.909 -36.642 -0.06 0.05 0.05
C -2.040 -8.414 -39.060 0.32 -0.65 0.02
C -0.587 -8.746 -38.721 0.14 0.24 0.06
C 0.292 -7.484 -38.659 -0.42 -1.89 0.45
O 0.302 -6.815 -39.890 0.21 -0.13 -0.32
C 0.459 -5.445 -39.783 -0.23 1.57 0.00
N -0.453 -9.478 -37.432 -0.56 0.17 -0.89
H -2.113 -8.066 -40.090 0.00 0.07 0.02
H -2.476 -7.666 -38.398 0.13 0.00 0.12
H -2.617 -9.338 -38.970 -0.20 0.11 -0.05
H -0.157 -9.420 -39.470 -0.25 0.37 -0.58
H 1.257 -7.954 -38.425 0.41 0.95 0.17
H -0.102 -6.884 -37.835 0.29 0.25 -0.02
H -0.392 -4.972 -39.268 0.00 -0.17 0.09
H 0.495 -4.969 -40.767 -0.08 -0.47 -0.16
H 1.360 -5.071 -39.275 0.13 -0.59 0.17
H -1.095 -10.258 -37.572 -0.12 0.00 0.61
H 0.442 -9.962 -37.458 0.14 0.24 0.37
C -3.073 -12.881 -33.419 -0.47 0.81 0.27
C -4.243 -12.365 -32.591 -1.58 -1.16 -1.22
C -5.193 -11.569 -33.491 0.90 3.00 0.80
O -6.369 -11.068 -32.860 -0.76 -0.45 0.08
C -6.172 -9.961 -32.000 1.03 -0.59 -0.61
N -4.968 -13.518 -32.061 0.40 -0.29 1.12
H -2.476 -12.043 -33.782 0.20 -0.16 -0.08
H -3.524 -13.385 -34.279 0.33 -0.32 0.00
H -2.488 -13.550 -32.793 0.14 -0.12 -0.31
H -3.923 -11.697 -31.789 0.10 -0.27 0.18
H -5.477 -11.992 -34.432 -0.18 -0.81 -0.11
H -4.674 -10.632 -33.767 0.40 -0.23 -0.36
H -7.129 -9.507 -31.773 -0.11 -0.20 0.21
H -5.534 -9.211 -32.484 -0.09 0.14 -0.17
H -5.604 -10.287 -31.126 -0.36 0.19 0.45
H -5.446 -14.166 -32.710 0.27 0.83 0.10
H -5.621 -13.221 -31.350 -0.22 -0.12 -0.16
C -2.314 -22.202 -37.472 -0.74 0.51 -0.62
C -1.434 -22.742 -38.609 -0.47 -0.19 1.22
C -2.104 -22.804 -39.961 -0.77 -0.48 -1.69
O -3.088 -23.834 -40.136 -0.08 -0.16 1.04
C -4.389 -23.418 -39.797 -0.62 0.03 -0.44
N -0.182 -21.966 -38.640 -0.39 -0.80 -0.87
H -3.174 -22.830 -37.230 0.17 -0.22 -0.13
H -2.747 -21.257 -37.823 0.07 0.17 0.27
H -1.786 -22.018 -36.538 0.31 -0.05 -0.15
H -1.248 -23.790 -38.353 0.53 0.07 -0.05
H -1.398 -23.101 -40.746 0.50 0.30 0.37
H -2.575 -21.884 -40.333 0.28 0.34 0.49
H -4.749 -22.708 -40.549 -0.05 0.18 0.12
H -4.511 -22.972 -38.808 0.34 0.08 0.00
H -5.071 -24.269 -39.826 0.24 -0.21 -0.09
H 0.427 -22.552 -39.209 0.43 0.40 0.14
H -0.338 -21.111 -39.198 0.09 -0.39 0.43
O -3.806 -19.714 -41.127 0.22 -0.22 -0.16
H -4.622 -20.163 -40.858 0.04 0.17 0.20
H -3.439 -19.378 -40.296 -0.51 0.06 -0.08
O -0.652 -19.652 -40.289 -0.11 0.22 -0.25
H -0.782 -20.054 -41.157 -0.10 0.11 0.05
H -1.503 -19.242 -40.082 0.17 0.05 0.03
O 1.556 -11.303 -36.123 0.12 -0.22 0.05
H 2.392 -11.502 -35.691 -0.04 0.00 -0.02
H 0.966 -12.023 -35.858 -0.13 0.06 0.03